[1]
Density functional theory data (ωB97M-V with the def2-TZVPD basis set) for 6 unconnected molecules or ions with the total composition C25H43ClF3N6OP.

Structure (XYZ):
```
80
Properties=species:S:1:pos:R:3
Cl -0.76856 0.73755 1.32195
P -3.81315 -2.42948 2.18378
F -3.36837 -4.10064 0.09145
F -4.51552 -2.38550 -0.29723
F -5.42425 -4.00530 0.72986
O -2.95752 0.45929 2.63360
N -5.70064 -7.23877 5.00960
N -2.04775 -5.61413 2.42817
N -4.06894 2.14099 -5.50045
N 6.12876 3.45093 -2.85721
N 1.96620 0.26610 -0.08948
N 7.70121 4.52087 1.31510
C -2.23896 -1.59067 1.63645
C -4.78494 1.67532 -4.74795
C 7.48969 1.51600 -0.83333
C 3.90310 3.42063 0.25842
C -4.98589 -0.02037 -2.96318
C -3.28566 -3.67438 3.46447
C -7.80073 -4.34224 3.99944
C 2.09165 1.23089 -0.68131
C -4.45427 -1.15515 -3.83144
C -2.19699 -0.11805 1.99649
C 5.91875 5.76680 -4.04157
C -7.89638 -6.86538 3.64799
C 8.67226 1.42639 0.12344
C 7.98259 3.42061 1.39898
C -4.32445 -3.33291 0.60550
C 3.64637 3.07725 -1.20477
C 6.44747 7.01911 -1.88606
C 6.81498 6.79988 -3.35048
C 6.03460 4.46120 -3.37355
C -6.65910 -7.07519 4.41768
C -5.70393 1.06401 -3.77257
C 8.34905 1.99744 1.50726
C -3.32183 -5.15399 3.03265
C -7.88750 -5.48143 2.98977
C 2.25453 2.48104 -1.44227
H -3.70645 -0.79898 -4.54176
H -3.97860 -1.91621 -3.21203
H -1.38937 -2.07795 2.11842
H 6.57379 6.10793 -1.29837
H -3.47197 -5.75348 3.93434
H -4.15615 0.42380 -2.40892
H 5.41095 7.35006 -1.78748
H -4.14128 -5.39742 2.34980
H 7.08873 7.78072 -1.44279
H -5.68035 -0.42958 -2.22674
H 3.75061 3.98015 -1.80554
H 6.73652 7.74780 -3.88662
H -2.26324 -3.46047 3.79393
H -6.07793 1.84500 -3.11024
H -8.74925 -6.96642 4.32061
H -2.24108 -6.08716 1.55472
H 4.40845 2.37871 -1.54390
H -7.04516 -5.41037 2.29851
H 7.74453 1.07768 -1.79804
H -1.49940 -4.79625 2.18587
H 3.16264 4.13206 0.63233
H -2.16562 -1.65617 0.54871
H 4.89148 3.86839 0.37571
H 4.87516 6.08482 -4.01286
H 9.52261 1.96089 -0.30608
H 6.20714 5.65081 -5.08657
H -8.79790 -5.36726 2.39808
H 7.85762 6.48141 -3.41350
H 1.47754 3.18273 -1.13334
H 9.21195 1.90769 2.16776
H -7.82646 -3.37884 3.48910
H 7.20211 2.54677 -1.01444
H -6.55427 0.64101 -4.30930
H 6.62244 0.98138 -0.43631
H 3.87166 2.53039 0.88986
H 2.11138 2.26464 -2.50138
H 7.51857 1.45495 1.96138
H -5.26127 -1.63120 -4.39272
H -3.93086 -3.57957 4.33712
H -7.97158 -7.64418 2.88882
H -6.87126 -4.38356 4.57043
H 8.97362 0.38213 0.23204
H -8.63594 -4.37558 4.70216
```

LUMO level, Eh: 0.0215
E_HOMO, eV: -9.2
SMILES: NCCP(CC(=O)Cl)C(F)(F)F.CCCC#N.CCCC#N.CCCC#N.CCCC#N.CCCC#N
2S+1: 1
HOMO-LUMO gap, eV: 9.74

---

[2]
Density functional theory data (ωB97M-V with the def2-TZVPD basis set) for a molecular structure, C25H43EuF3P2.

Structure (XYZ):
```
74
Properties=species:S:1:pos:R:3
Eu -2.88936 -0.77672 2.39211
P 4.46238 0.95503 0.68769
P 5.96897 -1.56862 0.63364
F -3.40123 1.50636 3.74427
F -3.63382 2.96112 2.10278
F -5.31391 1.71533 2.64158
C 6.70043 -1.78047 -1.06224
C -3.65026 -3.53636 1.30788
C -4.15623 -1.11089 -1.49779
C 7.08535 -2.78440 1.45430
C -1.13677 2.59526 0.42349
C -5.84426 0.64265 -0.60751
C -4.92713 -1.39997 0.64108
C 0.30230 2.19107 0.34499
C 4.18189 2.10753 2.09599
C -0.64384 1.55958 -2.42746
C -5.74783 -1.30295 1.89232
C 4.07553 2.04498 -0.74631
C -1.91759 2.31173 -1.99025
C -2.07470 2.60648 -0.53099
C -4.00883 -0.62134 -2.89180
C -2.62009 -3.18178 -1.69483
C -4.98325 -0.55068 -0.49627
C 6.33367 1.19765 0.60890
C -0.49606 0.17624 -1.89321
C 0.57317 0.66392 0.37120
C -3.94027 1.65932 2.41200
C -0.06748 -0.19603 -0.67839
C -3.99011 -2.43534 0.36439
C 7.03634 -0.07585 1.06955
C -3.52513 -2.26158 -0.96744
H 8.12454 -2.60833 1.14784
H 0.31153 0.28647 1.37794
H -6.46668 -2.13989 1.94175
H -4.50872 -4.20260 1.49489
H 6.78014 -3.79527 1.15560
H 4.56271 1.64174 3.01461
H 8.01646 -0.19240 0.58476
H -1.42906 2.86303 1.44821
H 6.60528 1.45778 -0.42881
H -5.68676 1.16842 -1.55623
H -2.03176 -2.65547 -2.45335
H -4.51089 -1.29792 -3.60431
H 6.99847 -2.68324 2.54491
H -1.95748 3.27301 -2.52602
H -1.91415 -3.66202 -1.00865
H -3.33344 -3.18772 2.32599
H -5.62644 1.35139 0.20825
H 7.79313 -1.67498 -1.00970
H 6.45306 -2.79173 -1.41502
H 4.43205 1.56371 -1.66657
H 0.24009 2.16480 -2.23042
H 6.28826 -1.03962 -1.76154
H -0.86875 -0.59468 -2.58052
H -6.32990 -0.37253 1.92429
H -5.16859 -1.38628 2.85547
H 3.10741 2.29804 2.20868
H -2.78999 1.74377 -2.35566
H -0.05504 -1.26881 -0.43132
H 2.99127 2.19049 -0.82202
H 4.57887 3.01275 -0.62755
H -0.71882 1.44627 -3.51931
H -6.91074 0.37584 -0.53672
H -3.16583 -3.98729 -2.21140
H -3.08576 2.94016 -0.25694
H 7.19535 -0.07763 2.16150
H 4.71944 3.04692 1.91477
H 1.66712 0.50214 0.29897
H 0.77905 2.59927 1.26468
H -2.94917 -0.55986 -3.19129
H 0.80410 2.66088 -0.50926
H 6.59073 2.05211 1.25025
H -2.83214 -4.14559 0.89917
H -4.45082 0.37361 -3.02361
```

LUMO level (spin up / spin down), Eh: -0.1503 / -0.2015
E_HOMO (spin up / spin down), eV: -9.3 / -9.3
Relative energy (zero: lowest compared OMol25 entry of this formula, charge and spin), eV: 0.000
2S+1: 7
HOMO-LUMO gap (spin up / spin down), eV: 5.17 / 3.78
Charge: +1

---

[3]
Density functional theory data (ωB97M-V with the def2-TZVPD basis set) for a molecular structure, C25H43F10KN3NaO7P.

Structure (XYZ):
```
91
Properties=species:S:1:pos:R:3
K 5.79807 -1.03679 3.86553
P 0.61748 1.99015 -3.38530
Na -3.23915 2.36032 0.01122
F -5.76857 3.58388 2.66986
F -5.47034 -2.14711 3.59689
F -8.86048 0.69667 1.66774
F -7.25442 4.95072 3.32509
F -7.50214 2.45114 1.96584
F -4.17697 1.63783 2.66926
F -4.65116 -0.33727 4.48414
F -6.98764 -0.17638 3.11558
F -5.44983 1.61723 0.87388
F -6.07009 -0.71593 1.23988
O 1.03986 0.20524 -0.84260
O -2.88280 -5.36244 -3.38071
O -3.60893 -2.08394 1.52025
O 3.34055 -1.86636 -0.72794
O 9.13161 0.41660 0.00611
O -4.20950 -3.63441 -3.89572
O 6.73742 -1.21976 0.45959
N -1.60160 0.19802 -0.50559
N -0.92506 1.49097 1.53695
N 0.28876 1.40805 -0.59728
C -1.92503 -3.25249 -2.88207
C -3.05582 -4.16111 -3.39924
C 2.28247 -1.57331 0.16878
C -0.41109 1.58458 -1.88425
C -0.81150 1.05639 0.26832
C 0.02444 2.32563 2.12431
C -2.90731 -0.27322 0.01678
C -6.46253 2.40697 2.76519
C -1.46162 0.44532 -1.96488
C -5.84172 -0.15540 2.43754
C 9.93888 -0.72336 0.27561
C -0.24583 3.08631 3.22682
C -3.50458 -1.34961 2.71722
C 6.87794 -0.97592 1.82317
C 0.85734 3.81905 -3.21818
C 2.58924 -2.15900 1.54670
C -1.07647 -0.83610 -2.71640
C -0.60225 1.85794 -4.78644
C -4.85425 -0.97897 3.31525
C 6.77978 -0.01564 -0.32612
C 1.95783 -0.07417 0.19652
C -2.66363 -1.69682 0.57213
C -5.45075 1.36521 2.23297
C -2.25672 -1.75899 -3.09323
C 8.13157 0.17539 -0.97128
H 6.51989 0.85387 0.28583
H 5.96239 -0.54013 2.21651
H -1.62360 1.64017 -4.47339
H 10.52087 -0.51447 1.17171
H -3.66921 -0.27748 -0.76091
H -0.99623 -3.48498 -3.39794
H 7.05695 -1.93456 2.32668
H -0.25259 1.04096 -5.41532
H -6.71840 2.27526 3.81689
H -0.39627 -1.40810 -2.08413
H 1.15799 4.20344 -4.19053
H 2.43307 -3.23653 1.49491
H -1.70577 1.18870 2.10752
H 10.62753 -0.90318 -0.55326
H 8.08636 1.05674 -1.61609
H -2.45943 0.75833 -2.29540
H 1.57437 4.05875 -2.43718
H -1.02005 3.85077 3.20075
H 1.92951 -1.79620 2.33772
H 1.40511 -2.07662 -0.24378
H -2.85300 -0.47455 2.64300
H -3.23298 0.41216 0.82354
H -4.59258 -2.98235 -3.29887
H 1.59481 0.18621 1.19560
H 2.87937 0.49188 0.00526
H -3.21007 -1.48879 -2.63244
H 4.17684 -1.77745 -0.25949
H -3.02117 -1.99858 3.45837
H -1.61950 -1.79803 0.89526
H 9.33544 -1.61923 0.44645
H -1.00290 2.50004 -1.69002
H 0.30836 3.00596 4.15382
H -0.58061 2.76826 -5.38322
H 8.39236 -0.68399 -1.59426
H 6.02155 -0.11748 -1.10612
H -0.50855 -0.55193 -3.60179
H -2.79677 -2.36446 -0.27925
H -0.09277 4.29837 -2.95476
H -2.40478 -1.65943 -4.17073
H 7.72186 -0.30878 2.03902
H 1.01489 2.33405 1.68044
H -1.79620 -3.49297 -1.82532
H 3.63048 -1.99878 1.84708
```

LUMO level, Eh: -0.1987
E_HOMO, eV: -7.2
2S+1: 1
HOMO-LUMO gap, eV: 1.79
Charge: +1

---

[4]
Density functional theory data (ωB97M-V with the def2-TZVPD basis set) for 3 unconnected molecules or ions with the total composition C25H43F7N3O8S.

Structure (XYZ):
```
87
Properties=species:S:1:pos:R:3
S 4.18945 -0.09254 3.54398
F 3.99648 0.63036 0.99274
F 4.51393 -2.93299 2.06535
F 6.76014 -1.32060 1.90095
F 5.50394 -3.08502 0.16502
F 3.68511 -1.94886 0.29835
F 6.05462 -0.57209 -0.00076
F 5.80347 1.16199 2.04126
O -5.71639 1.04617 0.81122
O 4.82915 -1.18938 4.19370
O -9.68451 0.24494 2.93034
O -0.62203 1.90307 1.52299
O -2.02836 0.35579 2.24964
O 4.19737 1.17656 4.18559
O 6.07599 -0.51945 -4.00139
O 1.90360 1.12488 -3.75478
N 2.09715 -1.76715 3.73000
N -6.70252 -0.87142 2.89830
N 3.37136 -1.57448 -4.58520
C 2.45614 -0.53060 3.34393
C 3.23806 1.44412 -3.40563
C -5.30303 -0.30689 0.95613
C 4.91953 0.19069 1.85321
C 5.66990 -1.01705 1.21014
C 5.77410 -1.42866 -5.05443
C 6.11066 -1.09645 -2.71399
C -0.14900 -1.36684 3.13520
C 1.61661 1.93532 -0.14934
C -6.41467 -1.17992 1.50314
C 1.51110 0.33165 2.82645
C 0.83332 -2.19561 3.65715
C 0.27224 2.13166 -0.84413
C 1.76062 0.39525 -4.96645
C 0.18492 -0.08986 2.70061
C -9.08160 1.20272 2.08205
C -9.26511 -1.09156 2.74103
C -5.16291 1.93775 1.75932
C -0.91875 0.76783 2.13117
C 0.26812 3.50281 -1.54813
C 4.37099 -1.18980 -5.57725
C -0.93199 1.91807 0.08800
C 2.01209 -1.10633 -4.84899
C -7.94329 -1.45164 3.41468
C 4.79938 -2.27361 0.94630
H -0.71759 3.94637 -1.63917
H 6.71315 -2.00994 -2.69834
H -4.08360 1.79914 1.85651
H 4.30182 -0.12679 -5.84061
H -8.88484 0.80080 1.08490
H 0.71991 3.37453 -2.52931
H 6.48229 -1.22849 -5.86187
H 0.22371 1.36300 -1.61423
H 2.35418 0.86127 -5.76047
H -5.63115 1.82261 2.74273
H -6.11324 -2.22946 1.42606
H -8.15658 1.59298 2.51615
H -5.05729 -0.66420 -0.04888
H 1.75597 0.87159 0.03996
H -1.41702 0.97787 -0.15901
H 5.10275 -1.32234 -2.34395
H 1.82396 1.32433 2.53817
H -4.39830 -0.38710 1.56493
H -1.16969 -1.71021 3.07227
H 4.21770 -1.77361 -6.48895
H -1.64304 2.71646 -0.09150
H 1.62385 2.45597 0.80856
H 2.81990 -2.38126 4.10832
H 0.71521 0.52056 -5.25734
H 3.65576 -1.21833 -3.68398
H 2.43188 2.35187 -0.72810
H 5.91369 -2.46730 -4.74131
H -6.75066 0.13175 3.00952
H -7.83871 -2.54148 3.41238
H 6.56348 -0.36807 -2.05734
H 1.64976 -1.59018 -5.76084
H -9.77353 2.03927 1.98742
H 1.39090 -1.47693 -4.02888
H -5.35566 2.95300 1.41513
H -10.03596 -1.70495 3.21346
H 3.85501 1.64432 -4.28368
H 3.21225 2.34520 -2.79226
H 0.94406 4.16828 -1.01253
H 0.59672 -3.18715 4.00732
H -9.28102 -1.35189 1.67552
H -8.01896 -1.14519 4.46055
H 3.69416 0.65171 -2.80446
H -7.29060 -1.03084 0.85968
```

LUMO level, Eh: -0.2115
E_HOMO, eV: -10.2
2S+1: 1
HOMO-LUMO gap, eV: 4.40
Charge: +1

---

[5]
Density functional theory data (ωB97M-V with the def2-TZVPD basis set) for 6 unconnected molecules or ions with the total composition C25H43F9N6O9S.

Structure (XYZ):
```
93
Properties=species:S:1:pos:R:3
S -0.54434 -1.71446 0.53047
F -1.45633 -3.50932 5.15141
F -0.09481 -1.85139 3.15339
F 0.92455 -4.07668 2.76246
F -0.71973 -6.42665 2.91048
F -2.67375 -5.21550 2.73995
F -2.14019 -5.69776 5.35813
F 0.12514 -5.27261 5.26855
F -0.26738 -4.67098 0.87715
F -2.28465 -2.36078 2.62221
O -3.10360 -4.05551 -8.14645
O -4.22410 0.63138 1.20609
O 3.80685 3.71454 6.01273
O -0.86120 -3.20419 -1.67719
O 0.94193 -2.02176 0.28678
O -0.62013 -0.22559 0.80527
O 2.31545 2.64400 -5.83481
O 1.58863 3.89332 0.17123
O -0.47073 -2.36326 -3.88525
N 2.50727 3.68565 -3.86034
N -5.57919 1.01660 2.94898
N -1.01419 -4.38333 -8.88669
N 5.90011 3.39443 5.28082
N 1.64157 3.91658 2.41202
N -3.18341 -0.16594 -0.82714
C 1.26438 1.78242 1.25494
C -1.65207 -2.29812 -0.86846
C -0.42495 -4.09513 2.20605
C 4.44870 2.47916 -4.76155
C 3.01796 2.93245 -4.87209
C -0.93084 -2.56022 2.18789
C 7.33468 3.57435 5.24128
C -5.13501 1.29346 1.69255
C 4.99899 3.98138 6.11582
C -1.14735 -4.83676 4.72725
C -1.91111 -3.79029 -8.04979
C -6.63107 1.67416 3.69286
C 1.50832 3.26644 1.22411
C 5.51637 4.94825 7.14588
C 3.16687 4.12851 -2.65029
C -3.58171 -4.88903 -2.64117
C -5.79284 2.41936 0.94292
C 1.57974 3.36430 3.74883
C -3.39782 -4.05990 -1.63453
C -0.08908 -2.51988 -2.68375
C -2.93767 -3.18395 -0.34582
C -1.27621 -5.09524 3.14051
C -1.38687 -2.81974 -7.02688
C 0.42031 -4.20614 -8.93332
C -2.17258 -0.97065 -1.63530
H 5.11394 3.34445 -4.71411
H 1.40256 2.28993 3.74652
H -4.13655 -0.29374 -1.19975
H 7.68532 4.27753 5.99485
H 2.10066 1.27502 1.74188
H 1.80296 4.90954 2.31027
H -3.12808 -0.41056 0.17448
H 0.89001 -5.17862 -8.76810
H -5.65838 3.35903 1.48361
H -2.21704 -2.43062 -6.43546
H -6.85616 2.20873 0.80673
H 4.20001 3.78898 -2.59242
H -0.69042 -3.32431 -6.35359
H 2.52694 3.57637 4.24884
H 3.14035 5.22049 -2.62888
H -5.33183 2.51867 -0.04129
H -1.32316 -0.20595 -1.87560
H 6.21091 4.44205 7.82032
H -5.08926 0.24852 3.38790
H 1.17988 1.40635 0.23468
H 5.47793 2.75852 4.61749
H -3.79772 -2.53408 0.04719
H 4.68196 5.33251 7.73477
H 6.00981 5.79062 6.65540
H 7.60566 3.93983 4.24829
H -3.46935 -5.73910 -3.42256
H 4.57662 1.85327 -3.87524
H 7.80520 2.60204 5.40398
H 0.96759 -2.12938 -2.39280
H 2.60708 3.74108 -1.79648
H 0.68770 -3.84571 -9.92926
H -7.38882 0.92855 3.94405
H -0.89402 -1.98082 -7.52396
H -6.20064 2.06983 4.61544
H 1.54262 3.95151 -4.00541
H -7.09207 2.48461 3.13084
H 0.33234 1.56700 1.78011
H -1.44049 -5.02144 -9.54503
H 0.77196 3.86592 4.28672
H 4.71183 1.88945 -5.64129
H -2.65646 -3.92472 0.48872
H -2.73970 -1.32130 -2.57550
H 0.77538 -3.50002 -8.18454
```

LUMO level, Eh: -0.0087
E_HOMO, eV: -8.8
SMILES: C#CC[C@](CN)(OC=O)S(=O)(=O)C(F)(F)C(F)(F)C(F)(F)C(F)(F)F.CNC(C)=O.CNC(C)=O.CNC(C)=O.CNC(C)=O.CNC(C)=O
2S+1: 1
HOMO-LUMO gap, eV: 8.52

---

What is the 2S+1 in the second record?
7

---

Which of these has the highest 2S+1?
C25H43EuF3P2

---

Which formula does entry 4 have?
C25H43F7N3O8S